Record 1
{"formula": "C17H31FNO6", "method": "the ωB97M-V functional and the def2-TZVPD basis", "mol_weight_g_mol": 364.43, "multiplicity": 1, "total_charge": 1, "gap_ev": 8.502, "fmax_ev_per_a": 3.0, "energy_ev": -34617.6373, "e_lumo_ev": -3.18, "e_above_lowest_ev": 0.0000, "elements": ["C", "C", "O", "O", "C", "C", "C", "C", "C", "C", "C", "C", "C", "C", "N", "C", "C", "O", "H", "H", "H", "H", "H", "H", "H", "H", "H", "H", "H", "H", "H", "H", "H", "H", "H", "H", "H", "H", "H", "H", "H", "H", "H", "H", "H", "H", "C", "C", "O", "C", "O", "O", "F", "H", "H", "H"], "xyz": [[-4.503, 1.175, -5.343], [-4.010, -0.253, -5.349], [-4.227, -1.018, -6.293], [-3.231, -0.651, -4.292], [-3.893, -0.683, -2.998], [-2.914, -0.153, -1.975], [-3.133, -0.671, -0.550], [-1.802, -0.560, 0.216], [-1.928, -0.383, 1.723], [-0.732, 0.362, 2.310], [0.618, -0.292, 1.960], [1.501, -0.578, 3.191], [2.483, 0.541, 3.483], [3.923, 0.096, 3.584], [4.764, 1.355, 3.462], [4.331, 2.418, 4.439], [2.813, 2.520, 4.617], [2.198, 1.254, 4.679], [-3.667, 1.853, -5.209], [-5.017, 1.369, -6.273], [-5.212, 1.334, -4.534], [-4.123, -1.727, -2.807], [-4.802, -0.095, -3.054], [-2.923, 0.934, -1.966], [-1.933, -0.496, -2.288], [-3.427, -1.718, -0.594], [-3.907, -0.105, -0.039], [-1.201, -1.423, -0.046], [-1.300, 0.325, -0.178], [-2.831, 0.181, 1.948], [-2.038, -1.345, 2.226], [-0.862, 0.475, 3.384], [-0.758, 1.370, 1.892], [1.182, 0.273, 1.230], [0.410, -1.259, 1.512], [0.871, -0.779, 4.051], [2.059, -1.489, 2.982], [2.433, 1.265, 2.658], [4.162, -0.323, 4.556], [4.219, -0.588, 2.797], [5.740, 1.142, 3.646], [4.654, 1.694, 2.509], [4.787, 2.218, 5.401], [4.722, 3.367, 4.084], [2.645, 2.983, 5.584], [2.350, 3.147, 3.856], [0.328, -2.113, -3.800], [1.809, -1.968, -4.067], [2.178, -0.929, -3.166], [1.312, -0.962, -2.123], [1.472, -0.385, -1.096], [0.247, -1.735, -2.415], [2.070, -1.574, -5.331], [-0.262, -1.419, -4.401], [-0.042, -3.123, -3.948], [2.400, -2.858, -3.844]], "forces_ev_per_angstrom": [[-0.053, -0.375, 0.195], [-0.497, -1.709, -2.229], [0.745, 1.710, 2.292], [-0.519, 0.128, -0.257], [0.590, 0.226, -0.372], [-0.310, -0.348, 0.303], [0.523, -0.022, -0.098], [-0.645, 0.407, -0.089], [0.098, -0.152, 0.115], [0.053, 0.330, -0.431], [-0.341, -0.480, 0.909], [0.022, -0.075, -0.456], [-0.081, 0.077, 0.178], [0.326, 0.203, -0.064], [-0.479, -0.183, 0.446], [-0.217, 0.462, 0.162], [0.066, -0.264, 0.325], [-0.130, 0.133, -0.215], [0.099, 0.103, 0.032], [0.017, 0.035, -0.191], [0.009, 0.076, 0.141], [-0.212, -0.115, 0.065], [-0.235, -0.067, 0.164], [0.154, 0.155, -0.122], [0.217, 0.074, -0.130], [-0.259, -0.099, 0.096], [-0.214, 0.003, 0.043], [0.297, -0.046, -0.032], [0.249, 0.044, -0.036], [-0.120, 0.086, 0.040], [-0.040, -0.150, 0.008], [0.090, -0.059, 0.173], [0.018, 0.167, 0.053], [0.009, 0.067, -0.255], [0.030, -0.073, -0.229], [0.073, 0.046, 0.275], [0.140, -0.125, 0.137], [-0.095, -0.016, -0.196], [-0.167, -0.192, 0.128], [0.096, 0.001, -0.162], [0.195, 0.021, -0.281], [0.209, 0.106, -0.107], [0.189, -0.388, 0.005], [0.125, 0.092, -0.060], [-0.027, 0.218, 0.048], [-0.027, -0.021, -0.240], [-0.171, -0.103, -0.046], [-0.045, 0.197, -0.141], [0.081, -0.285, 0.150], [-0.075, 0.137, -0.204], [0.064, 0.027, 0.049], [0.051, -0.074, -0.045], [0.006, 0.061, 0.073], [0.084, 0.029, -0.036], [-0.018, -0.010, 0.207], [0.052, 0.011, -0.089]], "nbo_charge": [-0.737, 0.800, -0.543, -0.554, -0.057, -0.424, -0.378, -0.401, -0.390, -0.398, -0.399, -0.420, 0.078, -0.236, -0.491, -0.263, -0.092, -0.497, 0.237, 0.250, 0.229, 0.186, 0.180, 0.204, 0.215, 0.197, 0.198, 0.210, 0.193, 0.206, 0.197, 0.203, 0.198, 0.219, 0.218, 0.241, 0.210, 0.164, 0.235, 0.237, 0.441, 0.434, 0.233, 0.238, 0.233, 0.190, -0.135, 0.447, -0.491, 0.982, -0.596, -0.488, -0.314, 0.223, 0.220, 0.156]}

---

Record 2
{"formula": "C30H41As2BrCoP2", "method": "the ωB97M-V functional and the def2-TZVPD basis", "s_squared": 0.79, "mol_weight_g_mol": 752.29, "multiplicity": 2, "total_charge": 0, "gap_ev": [7.023, 7.945], "fmax_ev_per_a": 1.5, "energy_ev": -279696.9354, "e_lumo_ev": [0.24, 0.35], "e_above_lowest_ev": 1.6437, "elements": ["Co", "C", "P", "C", "C", "C", "P", "C", "C", "H", "H", "H", "H", "H", "H", "H", "H", "H", "H", "H", "H", "H", "H", "H", "H", "C", "As", "C", "C", "C", "C", "C", "C", "C", "As", "C", "C", "H", "H", "H", "H", "H", "H", "H", "H", "H", "H", "H", "H", "H", "H", "H", "H", "Br", "C", "C", "C", "C", "C", "C", "H", "H", "H", "H", "C", "C", "C", "C", "C", "C", "C", "C", "H", "H", "H", "H", "H"], "xyz": [[0.962, -0.639, -0.099], [1.221, -3.418, 2.242], [1.965, -1.903, 1.553], [2.590, -1.121, 3.084], [3.518, -2.562, 0.827], [4.142, -1.444, -0.001], [2.878, -0.760, -1.153], [2.853, -2.024, -2.460], [3.758, 0.621, -1.913], [1.953, -3.970, 2.833], [0.850, -4.048, 1.432], [0.375, -3.146, 2.872], [3.324, -1.758, 3.582], [1.749, -0.937, 3.749], [3.037, -0.155, 2.850], [3.257, -3.409, 0.186], [4.187, -2.932, 1.606], [5.014, -1.779, -0.569], [4.465, -0.631, 0.657], [3.861, -2.262, -2.808], [2.248, -1.650, -3.286], [2.360, -2.920, -2.085], [4.653, 0.256, -2.419], [4.024, 1.350, -1.149], [3.102, 1.117, -2.630], [-2.521, -2.430, -0.309], [-1.506, -1.455, 1.027], [-2.226, -2.376, 2.599], [-2.552, 0.191, 1.190], [-3.764, 0.313, 0.511], [-4.532, 1.463, 0.619], [-4.096, 2.506, 1.423], [-2.897, 2.387, 2.109], [-2.115, 1.238, 2.010], [-0.467, 1.092, 3.074], [-1.363, 1.038, 4.830], [0.030, 2.981, 3.144], [-3.540, -2.631, 0.023], [-2.008, -3.375, -0.484], [-2.517, -1.872, -1.241], [-3.299, -2.199, 2.659], [-1.750, -2.001, 3.505], [-2.034, -3.446, 2.515], [-4.106, -0.486, -0.132], [-5.465, 1.544, 0.076], [-4.688, 3.408, 1.518], [-2.575, 3.204, 2.744], [-2.234, 1.694, 4.850], [-0.653, 1.363, 5.592], [-1.679, 0.022, 5.065], [-0.621, 3.545, 3.811], [-0.006, 3.400, 2.139], [1.056, 3.053, 3.501], [1.765, 6.015, -0.262], [1.472, 4.148, -0.078], [2.395, 3.378, 0.607], [2.156, 2.009, 0.729], [1.040, 1.357, 0.177], [0.141, 2.201, -0.494], [0.335, 3.575, -0.622], [3.282, 3.835, 1.031], [2.888, 1.435, 1.298], [-0.752, 1.773, -0.943], [-0.385, 4.190, -1.148], [-0.128, -0.877, -1.709], [-0.624, -0.720, -2.814], [-1.262, -0.579, -4.097], [-2.637, -0.347, -4.189], [-3.248, -0.191, -5.424], [-2.498, -0.258, -6.591], [-1.132, -0.498, -6.513], [-0.520, -0.656, -5.279], [-3.220, -0.286, -3.279], [-4.317, -0.021, -5.478], [-2.973, -0.120, -7.554], [-0.543, -0.570, -7.419], [0.546, -0.839, -5.218]], "forces_ev_per_angstrom": [[-0.923, -1.160, 0.441], [-0.164, 0.042, -0.103], [0.322, 0.376, 0.167], [0.020, -0.015, -0.024], [-0.030, -0.028, -0.089], [0.063, 0.087, 0.002], [-0.441, -0.389, 0.188], [0.025, 0.054, -0.120], [-0.198, 0.230, -0.060], [-0.014, -0.016, 0.005], [0.023, -0.026, 0.009], [0.039, -0.031, 0.046], [-0.025, -0.010, 0.010], [-0.006, 0.030, 0.012], [0.010, -0.004, 0.016], [-0.011, 0.005, 0.004], [0.046, 0.007, -0.008], [0.033, 0.012, 0.025], [0.022, 0.028, -0.046], [-0.012, -0.002, -0.009], [-0.003, -0.011, 0.022], [0.020, -0.009, -0.005], [0.009, 0.014, -0.005], [0.005, -0.008, -0.022], [0.017, -0.010, -0.012], [-0.095, -0.133, 0.004], [0.340, 0.811, -0.484], [0.229, -0.036, 0.190], [-0.124, -0.011, 0.092], [0.121, 0.045, -0.102], [0.029, 0.016, 0.012], [0.026, -0.018, -0.012], [-0.030, -0.064, 0.033], [-0.038, -0.001, -0.049], [-0.097, -0.161, 0.054], [-0.054, 0.016, 0.060], [0.010, 0.071, -0.045], [0.006, -0.004, 0.036], [0.003, -0.018, -0.011], [0.016, 0.001, 0.007], [-0.004, 0.007, -0.041], [-0.028, 0.002, 0.005], [-0.009, -0.008, -0.001], [-0.036, -0.003, 0.013], [0.004, -0.009, 0.001], [0.013, 0.001, -0.012], [0.016, 0.008, -0.026], [0.022, 0.017, 0.017], [0.012, -0.015, 0.007], [-0.026, 0.005, -0.007], [-0.014, -0.005, -0.012], [0.001, -0.005, 0.015], [0.002, 0.002, 0.034], [0.013, 0.095, -0.009], [-0.001, -0.046, 0.003], [-0.034, -0.149, 0.002], [-0.128, 0.181, 0.069], [0.574, 0.014, 0.046], [-0.089, 0.018, 0.053], [-0.027, -0.100, 0.063], [-0.030, 0.000, 0.016], [0.022, -0.003, -0.067], [0.063, 0.005, -0.058], [0.008, -0.010, 0.011], [0.686, 0.516, -0.381], [-0.241, -0.224, -0.193], [0.075, 0.031, 0.191], [-0.056, 0.004, -0.022], [0.035, -0.030, 0.005], [0.027, -0.007, 0.041], [-0.034, -0.020, 0.038], [0.002, -0.008, -0.047], [0.004, 0.017, -0.008], [0.013, 0.036, 0.012], [-0.003, -0.035, 0.006], [0.009, 0.037, 0.015], [-0.006, 0.003, -0.007]], "lowdin_spin": [0.878, 0.009, 0.025, 0.000, 0.007, -0.005, -0.015, 0.007, -0.005, 0.001, 0.001, 0.000, 0.000, 0.000, 0.000, 0.001, 0.001, -0.001, 0.000, 0.001, 0.000, 0.002, -0.001, 0.000, 0.000, -0.001, -0.005, -0.005, 0.001, 0.000, 0.000, 0.000, 0.000, 0.000, 0.005, 0.002, 0.000, 0.000, 0.000, 0.000, -0.001, 0.000, 0.000, 0.000, 0.000, 0.000, 0.000, 0.000, 0.000, 0.000, 0.000, 0.000, 0.000, 0.000, -0.002, 0.001, 0.005, 0.029, 0.008, 0.002, 0.000, 0.002, 0.001, 0.000, -0.012, 0.035, 0.003, 0.009, -0.001, 0.010, -0.001, 0.009, 0.000, 0.000, 0.001, 0.000, 0.000]}

---

Record 3
{"formula": "C11H14OSe", "method": "the ωB97M-V functional and the def2-TZVPD basis", "mol_weight_g_mol": 241.19, "multiplicity": 1, "total_charge": 0, "gap_ev": [7.421, 7.568], "fmax_ev_per_a": 4.1, "energy_ev": -79023.1680, "e_lumo_ev": [0.17, 0.36], "e_above_lowest_ev": 4.4198, "elements": ["C", "C", "C", "C", "C", "C", "C", "C", "C", "C", "C", "O", "Se", "H", "H", "H", "H", "H", "H", "H", "H", "H", "H", "H", "H", "H", "H"], "xyz": [[-3.599, 2.162, -1.405], [-3.365, 1.205, -0.448], [-2.660, 2.418, -2.438], [-2.124, 0.655, -0.274], [-1.347, 1.931, -2.266], [-1.127, 0.951, -1.301], [3.222, -0.501, 0.651], [3.678, -0.937, -0.660], [0.509, -1.763, 0.982], [0.561, 0.540, 2.001], [0.700, -0.302, 0.865], [3.724, -0.356, 1.700], [0.608, 0.188, -0.974], [-4.476, 2.677, -1.607], [-4.026, 1.018, 0.367], [-2.801, 3.183, -3.199], [-1.823, -0.189, 0.375], [-0.477, 2.112, -2.922], [3.453, -1.960, -0.736], [2.964, -0.549, -1.354], [4.644, -0.580, -0.893], [1.346, -2.398, 1.405], [-0.376, -1.887, 1.681], [0.080, -2.235, 0.023], [0.243, 1.605, 1.836], [-0.188, 0.207, 2.787], [1.478, 0.520, 2.666]], "forces_ev_per_angstrom": [[1.739, -0.210, -2.878], [0.315, 0.423, 1.685], [1.407, 0.278, 1.796], [2.401, -0.938, -3.111], [0.040, -1.428, -0.495], [-1.104, 0.260, 2.841], [-1.933, 0.312, 1.365], [-1.136, 1.049, -0.164], [-2.055, -2.294, 0.498], [-0.585, 2.101, 3.473], [2.135, -1.285, -2.614], [0.159, 0.127, -0.105], [0.160, 1.037, -0.773], [-1.997, 0.545, 0.537], [-1.033, -0.068, 0.115], [-0.416, -0.248, 0.118], [-0.789, 0.882, 0.088], [-0.832, 0.377, 0.092], [0.467, -1.731, 0.064], [-0.154, 0.619, -0.740], [1.316, -0.152, -0.207], [-0.852, 0.802, -0.457], [0.869, -0.238, -0.234], [1.203, 0.637, 1.322], [0.711, -0.925, -0.246], [0.321, -0.202, -1.133], [-0.360, 0.270, -0.836]], "nbo_charge": [-0.226, -0.215, -0.185, -0.227, -0.250, -0.190, 0.673, -0.779, -0.705, -0.728, -0.203, -0.494, 0.327, 0.213, 0.214, 0.215, 0.218, 0.219, 0.265, 0.259, 0.243, 0.222, 0.201, 0.233, 0.240, 0.217, 0.243]}

---

Record 4
{"formula": "C6H8N4O2", "method": "the ωB97M-V functional and the def2-TZVPD basis", "mol_weight_g_mol": 168.16, "multiplicity": 1, "total_charge": 0, "gap_ev": 9.848, "fmax_ev_per_a": 4.9, "energy_ev": -16402.6379, "e_lumo_ev": -0.07, "e_above_lowest_ev": 5.2715, "elements": ["C", "C", "C", "C", "C", "C", "N", "N", "N", "N", "O", "O", "H", "H", "H", "H", "H", "H", "H", "H"], "xyz": [[-3.127, -0.377, 0.855], [-1.363, -0.549, -0.269], [-0.360, -0.921, -1.301], [1.078, -0.807, -0.793], [0.019, 0.955, 1.198], [1.358, 0.617, -0.409], [-2.610, -0.970, -0.237], [-2.280, 0.388, 1.496], [-1.144, 0.282, 0.779], [2.688, 0.882, 0.115], [3.596, 0.533, -0.603], [2.804, 1.422, 1.186], [-4.141, -0.522, 1.163], [-0.583, -1.940, -1.622], [-0.493, -0.274, -2.174], [1.230, -1.456, 0.072], [1.770, -1.130, -1.576], [0.547, 0.486, 2.020], [-0.070, 2.031, 1.263], [1.082, 1.350, -1.161]], "forces_ev_per_angstrom": [[0.380, 0.119, -0.098], [-0.141, 0.097, 0.217], [0.170, 0.064, 0.022], [0.220, -0.069, -0.277], [3.393, -0.417, -3.105], [-3.803, 0.331, 3.019], [0.119, -0.404, -0.558], [-0.193, 0.435, 0.768], [-0.844, -0.591, -0.565], [0.155, 0.024, -0.012], [0.492, -0.139, -0.257], [0.183, 0.259, 0.423], [-0.238, 0.062, 0.198], [0.054, 0.091, 0.024], [0.009, -0.066, 0.003], [0.031, -0.024, -0.021], [-0.024, 0.035, 0.064], [-0.086, 0.076, 0.066], [-0.109, 0.016, 0.071], [0.233, 0.102, 0.017]], "nbo_charge": [0.143, 0.362, -0.440, -0.446, -0.131, -0.061, -0.484, -0.286, -0.241, 0.504, -0.369, -0.356, 0.201, 0.254, 0.227, 0.220, 0.241, 0.212, 0.218, 0.229]}

---

What is the formula in the first record?
C17H31FNO6

---

Please write out number 3 again, unchanged.
{"formula": "C11H14OSe", "method": "the ωB97M-V functional and the def2-TZVPD basis", "mol_weight_g_mol": 241.19, "multiplicity": 1, "total_charge": 0, "gap_ev": [7.421, 7.568], "fmax_ev_per_a": 4.1, "energy_ev": -79023.1680, "e_lumo_ev": [0.17, 0.36], "e_above_lowest_ev": 4.4198, "elements": ["C", "C", "C", "C", "C", "C", "C", "C", "C", "C", "C", "O", "Se", "H", "H", "H", "H", "H", "H", "H", "H", "H", "H", "H", "H", "H", "H"], "xyz": [[-3.599, 2.162, -1.405], [-3.365, 1.205, -0.448], [-2.660, 2.418, -2.438], [-2.124, 0.655, -0.274], [-1.347, 1.931, -2.266], [-1.127, 0.951, -1.301], [3.222, -0.501, 0.651], [3.678, -0.937, -0.660], [0.509, -1.763, 0.982], [0.561, 0.540, 2.001], [0.700, -0.302, 0.865], [3.724, -0.356, 1.700], [0.608, 0.188, -0.974], [-4.476, 2.677, -1.607], [-4.026, 1.018, 0.367], [-2.801, 3.183, -3.199], [-1.823, -0.189, 0.375], [-0.477, 2.112, -2.922], [3.453, -1.960, -0.736], [2.964, -0.549, -1.354], [4.644, -0.580, -0.893], [1.346, -2.398, 1.405], [-0.376, -1.887, 1.681], [0.080, -2.235, 0.023], [0.243, 1.605, 1.836], [-0.188, 0.207, 2.787], [1.478, 0.520, 2.666]], "forces_ev_per_angstrom": [[1.739, -0.210, -2.878], [0.315, 0.423, 1.685], [1.407, 0.278, 1.796], [2.401, -0.938, -3.111], [0.040, -1.428, -0.495], [-1.104, 0.260, 2.841], [-1.933, 0.312, 1.365], [-1.136, 1.049, -0.164], [-2.055, -2.294, 0.498], [-0.585, 2.101, 3.473], [2.135, -1.285, -2.614], [0.159, 0.127, -0.105], [0.160, 1.037, -0.773], [-1.997, 0.545, 0.537], [-1.033, -0.068, 0.115], [-0.416, -0.248, 0.118], [-0.789, 0.882, 0.088], [-0.832, 0.377, 0.092], [0.467, -1.731, 0.064], [-0.154, 0.619, -0.740], [1.316, -0.152, -0.207], [-0.852, 0.802, -0.457], [0.869, -0.238, -0.234], [1.203, 0.637, 1.322], [0.711, -0.925, -0.246], [0.321, -0.202, -1.133], [-0.360, 0.270, -0.836]], "nbo_charge": [-0.226, -0.215, -0.185, -0.227, -0.250, -0.190, 0.673, -0.779, -0.705, -0.728, -0.203, -0.494, 0.327, 0.213, 0.214, 0.215, 0.218, 0.219, 0.265, 0.259, 0.243, 0.222, 0.201, 0.233, 0.240, 0.217, 0.243]}